Entry 1:
Density functional theory data (wB97M-V/def2-TZVPD) for C29H34N8O as an isolated structure.

Its HOMO-LUMO gap is 6.80 eV. As for the LUMO energy: -0.04 eV. The molecular weight is 510.646 g/mol. The HOMO energy comes out at -6.84 eV.

Last column: Mulliken charge in e.
Geometry (Å):
C1 2.530 4.131 2.418  -0.994
N1 2.225 2.719 2.451  0.290
C2 3.190 1.802 2.147  0.082
O1 4.342 2.067 1.815  -0.716
C3 2.553 0.418 2.284  -0.060
C4 3.161 -0.353 3.463  -0.683
C5 4.623 -0.683 3.262  0.509
C6 4.986 -1.580 2.244  -0.303
C7 6.345 -1.807 1.996  -0.646
C8 7.318 -1.176 2.757  -0.438
C9 6.949 -0.294 3.788  -0.600
C10 5.592 -0.074 4.050  -0.294
N2 1.125 0.719 2.499  0.529
C11 0.279 -0.305 2.652  -0.229
C12 -1.128 -0.119 2.851  -0.055
C13 -2.123 -1.093 2.853  0.335
C14 -3.522 -0.771 2.837  -0.087
C15 -4.539 -1.676 3.288  -0.618
C16 -5.870 -1.309 3.355  -1.079
C17 -6.288 -0.074 2.818  1.579
N3 -7.611 0.288 2.854  0.069
C18 -8.544 -0.276 3.815  -0.893
C19 -8.143 1.362 2.032  -1.135
C20 -5.307 0.773 2.208  -0.477
C21 -3.969 0.444 2.266  -0.951
C22 0.873 2.185 2.605  0.042
C23 0.319 2.566 3.980  -1.542
C24 -0.038 2.724 1.490  -1.239
H1 3.610 4.263 2.522  0.354
H2 2.223 4.600 1.473  0.319
H3 2.032 4.654 3.240  0.329
H4 2.699 -0.130 1.331  0.381
H5 3.028 0.270 4.368  0.311
H6 2.569 -1.272 3.595  0.498
H7 4.207 -2.070 1.665  0.378
H8 6.622 -2.495 1.193  0.356
H9 8.377 -1.345 2.554  0.358
H10 7.695 0.218 4.378  0.381
H11 5.277 0.595 4.859  0.312
H12 0.719 -1.276 2.474  0.510
H13 -1.518 0.884 3.023  0.421
H14 -1.972 -2.141 2.397  0.244
H15 -4.292 -2.670 3.656  0.259
H16 -6.559 -2.005 3.812  0.179
H17 -8.177 -1.215 4.223  0.264
H18 -8.722 0.418 4.644  0.290
H19 -9.490 -0.449 3.304  0.320
H20 -7.712 1.347 1.027  0.380
H21 -9.215 1.208 1.951  0.319
H22 -7.970 2.352 2.469  0.330
H23 -5.574 1.708 1.723  0.413
H24 -3.205 1.095 1.784  0.239
H25 1.049 2.320 4.758  0.334
H26 0.123 3.642 4.010  0.491
H27 -0.611 2.040 4.191  0.385
H28 0.501 2.708 0.536  0.412
H29 -0.945 2.118 1.405  0.129
H30 -0.320 3.761 1.714  0.413
N4 -1.608 -6.865 5.737  -0.375
C25 -2.117 -5.639 5.735  0.235
N5 -3.242 -5.340 6.412  -0.711
C26 -3.767 -4.119 6.268  -0.266
N6 -3.285 -3.133 5.429  -0.665
C27 -2.174 -3.411 4.758  0.204
C28 -1.481 -4.637 4.928  0.731
N7 -0.681 -4.884 3.800  -0.751
C29 -0.762 -3.773 3.090  -0.309
N8 -1.577 -2.815 3.629  -0.165
H31 -0.770 -7.129 5.196  0.253
H32 -2.045 -7.547 6.370  0.275
H33 -4.674 -3.931 6.866  0.395
H34 -0.249 -3.469 2.168  0.444

=====

Entry 2:
Density functional theory data (wB97M-V/def2-TZVPD) for C29H35BBr38IN3O6 as an isolated structure.

Its HOMO-LUMO gap is 6.19 eV. As for the LUMO energy: -2.33 eV. The molecular weight is 3695.682 g/mol. The HOMO energy comes out at -8.52 eV.

Last column: Mulliken charge in e.
Geometry (Å):
C1 -4.238 -4.134 2.002  -0.122
O1 -2.818 -3.752 1.893  -0.315
C2 -2.348 -3.757 0.496  0.562
C3 -2.015 -2.177 0.064  -0.045
C4 -0.728 -2.158 -0.990  -0.355
C5 -0.602 -0.746 -1.827  -0.254
C6 0.621 0.241 -1.257  -0.536
C7 -0.002 1.245 -0.114  0.650
C8 -0.987 2.488 -0.554  -0.867
I1 -1.459 2.798 -2.697  0.176
C9 -1.579 3.481 0.610  0.165
O2 -2.467 4.602 0.190  -0.103
N1 -1.780 5.752 0.077  0.296
O3 -0.579 5.595 0.220  -0.269
N2 -1.286 3.282 2.112  0.962
C10 -1.934 4.333 3.027  0.177
O4 -1.255 5.325 3.629  -0.598
O5 -3.397 4.247 3.231  -0.643
C11 -0.402 2.138 2.642  0.145
B1 -0.116 1.920 4.279  0.844
O6 -1.153 2.221 5.328  -0.537
N3 1.204 1.353 4.833  0.091
C12 1.787 2.242 5.910  -0.872
C13 0.759 0.028 5.487  -0.040
C14 0.283 1.097 1.526  -0.343
C15 1.295 -0.147 1.949  -0.396
Br1 0.725 -1.998 2.445  -0.060
C16 2.752 0.177 1.989  0.635
C17 3.441 1.616 1.612  -0.656
Br2 4.051 -1.290 2.559  -0.064
H1 -4.842 -4.012 1.005  -0.122
H2 -4.350 -5.249 2.406  0.221
H3 -4.754 -3.402 2.789  0.176
H4 -1.352 -4.377 0.471  0.330
H5 -3.088 -4.255 -0.267  -0.926
H6 -1.826 -1.562 1.041  -0.201
H7 -2.970 -1.746 -0.459  0.284
H8 0.294 -2.386 -0.448  0.206
H9 -0.912 -3.089 -1.715  0.245
H10 -1.597 -0.131 -1.638  0.254
H11 -0.454 -0.899 -2.987  0.237
H12 1.552 -0.396 -0.866  0.330
H13 1.059 0.905 -2.146  0.156
H14 -0.959 3.198 5.543  0.282
H15 2.970 2.241 5.758  0.235
H16 1.348 3.329 5.807  0.285
H17 1.585 1.884 7.010  0.269
H18 -0.116 -0.382 4.787  -0.701
H19 0.240 0.211 6.546  0.287
H20 1.629 -0.747 5.594  -0.017
H21 4.107 1.531 0.625  -0.124
H22 4.146 1.982 2.501  0.337
H23 2.693 2.494 1.417  0.249
C18 6.195 -2.842 5.672  -0.394
Br3 5.636 -4.259 4.463  -0.033
Br4 7.686 -1.821 4.951  0.005
Br5 4.709 -1.693 6.178  0.025
H24 6.552 -3.325 6.588  0.361
C19 -3.456 -0.440 6.210  -0.244
Br6 -5.252 -0.255 5.486  -0.028
Br7 -3.437 -1.506 7.837  -0.048
Br8 -2.207 -1.122 4.883  0.188
H25 -3.116 0.565 6.482  0.214
C20 -2.920 -1.748 -5.585  -0.357
Br9 -2.935 -3.237 -4.333  0.110
Br10 -4.597 -1.605 -6.560  -0.058
Br11 -2.445 -0.075 -4.713  -0.091
H26 -2.138 -1.958 -6.322  0.405
C21 -7.562 -2.094 -0.089  -0.411
Br12 -9.358 -1.909 -0.813  -0.002
Br13 -7.544 -3.160 1.538  -0.022
Br14 -6.314 -2.776 -1.416  0.086
H27 -7.222 -1.089 0.183  0.378
C22 6.961 0.536 -1.129  -0.316
Br15 5.942 2.183 -1.316  0.040
Br16 8.153 0.593 0.408  -0.031
Br17 5.807 -1.029 -1.092  -0.055
H28 7.592 0.447 -2.019  0.371
C23 -5.541 -6.319 -3.111  -0.287
Br18 -4.236 -5.707 -1.805  0.027
Br19 -6.114 -4.883 -4.291  -0.042
Br20 -4.899 -7.862 -4.107  -0.092
H29 -6.424 -6.645 -2.551  0.396
C24 4.559 -0.874 -5.274  -0.362
Br21 5.329 0.161 -6.730  -0.022
Br22 3.545 0.244 -4.047  0.118
Br23 3.504 -2.372 -5.928  -0.036
H30 5.395 -1.296 -4.705  0.334
C25 -12.397 -2.830 -3.743  -0.371
Br24 -13.269 -1.094 -3.634  -0.010
Br25 -10.518 -2.667 -4.221  0.019
Br26 -12.643 -3.867 -2.116  -0.008
H31 -12.886 -3.383 -4.552  0.355
C26 1.369 7.686 -1.879  -0.167
Br27 -0.038 8.607 -2.856  -0.029
Br28 1.859 6.006 -2.728  0.010
Br29 2.916 8.829 -1.588  -0.023
H32 0.964 7.439 -0.892  0.201
C27 8.452 5.542 -3.086  -0.328
Br30 9.311 4.499 -1.687  0.053
Br31 7.318 4.440 -4.218  -0.056
Br32 7.488 7.068 -2.362  -0.009
H33 9.249 5.941 -3.723  0.349
C28 12.264 5.798 1.150  -0.305
Br33 10.991 6.997 0.296  -0.011
Br34 11.744 3.934 0.955  -0.038
Br35 14.081 6.111 0.530  -0.014
H34 12.248 6.025 2.221  0.345
C29 -3.751 -6.642 -7.541  0.453
Br36 -5.158 -5.720 -8.518  -0.016
Br37 -3.261 -8.322 -8.390  -0.034
Br38 -2.203 -5.499 -7.251  -0.008
H35 -4.156 -6.889 -6.554  -0.404

=====

Entry 3:
Density functional theory data (wB97M-V/def2-TZVPD) for C29H35BBrCaF4N8O3S2 as an isolated structure.

Its HOMO-LUMO gap is 7.58 eV. As for the LUMO energy: 2.32 eV. As for the charge: -1. For the energy above the lowest of the compared OMol25 structures with the same formula, charge and spin, the calculation gives 149.0 kJ/mol. The molecular weight is 814.572 g/mol. The HOMO energy comes out at -5.26 eV.

Last column: Mulliken charge in e.
Geometry (Å):
Ca1 -0.635 -0.797 -1.776  1.441
O1 1.249 -3.933 0.854  -0.843
C1 0.365 -3.481 1.731  0.237
C2 -0.580 -4.389 2.267  -0.512
C3 -1.646 -4.084 3.058  -0.615
C4 -1.764 -2.757 3.394  -0.784
C5 -0.910 -1.839 2.904  -0.777
C6 0.223 -2.188 2.157  0.603
C7 0.864 -1.025 1.408  0.433
O2 0.434 -0.946 0.153  0.866
N1 2.342 -1.117 1.501  0.547
N2 3.069 0.073 1.339  -0.890
C8 2.447 1.066 0.918  0.465
C9 3.112 2.336 0.996  -0.185
Br1 3.745 3.098 -0.641  -0.149
C10 3.383 2.978 2.135  -0.842
C11 2.954 2.572 3.417  0.504
C12 3.794 2.916 4.449  -0.780
C13 3.607 2.400 5.740  -0.817
C14 2.454 1.723 6.020  -0.350
C15 1.549 1.317 5.003  -0.593
C16 1.872 1.706 3.702  0.754
H1 1.803 -3.164 0.514  0.281
H2 -0.304 -5.421 2.119  0.372
H3 -2.342 -4.887 3.306  0.360
H4 -2.675 -2.369 3.876  0.280
H5 -1.156 -0.825 3.152  0.381
H6 0.560 -0.147 1.967  -0.776
H7 2.755 -1.568 2.311  0.348
H8 1.521 1.005 0.352  0.069
H9 3.935 3.923 2.071  0.341
H10 4.652 3.536 4.271  0.359
H11 4.243 2.626 6.557  0.375
H12 2.269 1.395 7.057  0.311
H13 0.733 0.699 5.350  0.431
H14 1.159 1.525 2.863  0.005
N3 0.609 -2.948 -2.257  -0.410
C17 1.970 -2.823 -2.568  0.363
C18 2.350 -2.500 -3.877  -0.284
N4 3.591 -2.136 -4.098  -0.482
C19 4.528 -2.214 -3.191  -0.304
C20 4.144 -2.594 -1.927  -0.354
N5 2.841 -2.795 -1.587  -0.096
H15 0.039 -3.265 -3.032  0.328
H16 0.554 -3.508 -1.418  0.146
H17 1.631 -2.344 -4.736  0.361
H18 5.566 -1.841 -3.311  0.338
H19 4.908 -2.709 -1.112  0.326
C21 2.184 0.912 -2.889  -0.971
O3 1.057 0.140 -3.251  -0.009
C22 0.426 0.249 -4.433  0.377
S1 1.025 1.261 -5.556  -0.427
S2 -0.911 -0.793 -4.655  -0.294
H20 2.833 0.142 -2.555  0.287
H21 1.886 1.576 -2.057  -0.045
H22 2.567 1.522 -3.744  0.456
F1 -4.687 -2.764 -1.292  -0.365
B1 -3.449 -2.460 -1.850  0.118
F2 -3.379 -1.082 -2.143  0.023
F3 -3.316 -3.253 -2.959  -0.396
F4 -2.297 -2.699 -1.011  -0.386
C23 -4.977 2.675 -2.763  -0.725
C24 -3.909 1.990 -3.582  -0.560
N6 -2.642 2.032 -2.882  -0.020
C25 -2.480 2.001 -1.505  0.086
N7 -1.319 1.536 -1.038  -0.432
C26 -1.156 1.580 0.390  0.725
C27 -2.159 2.398 1.174  -0.782
C28 -3.548 2.023 0.677  -0.913
N8 -3.622 2.381 -0.752  0.017
C29 -4.914 2.044 -1.381  -0.566
H23 -5.899 2.560 -3.382  0.344
H24 -4.825 3.761 -2.725  0.311
H25 -3.868 2.373 -4.561  0.483
H26 -4.289 0.896 -3.696  0.167
H27 -1.875 1.566 -3.370  0.097
H28 -0.155 2.028 0.629  -0.299
H29 -1.196 0.569 0.752  -0.322
H30 -2.007 3.538 1.049  0.296
H31 -2.134 2.154 2.222  0.517
H32 -4.358 2.504 1.240  0.431
H33 -3.634 0.915 0.701  0.330
H34 -5.605 2.484 -0.658  0.476
H35 -5.180 0.965 -1.526  0.187

=====

Entry 4:
Density functional theory data (wB97M-V/def2-TZVPD) for C29H35BrGeIN4Ru as an isolated structure.

Its multiplicity is 6. Its HOMO-LUMO gap (spin up / spin down) is 7.98 / 6.65 eV. As for the LUMO energy (spin up / spin down): -5.16 / -7.28 eV. As for the charge: +2. For the energy above the lowest of the compared OMol25 structures with the same formula, charge and spin, the calculation gives 0.0 kJ/mol. The molecular weight is 820.115 g/mol. The HOMO energy (spin up / spin down) comes out at -13.14 / -13.93 eV. As for the expectation value of S²: 8.760.

Last column: Mulliken charge in e.
Geometry (Å):
Ru1 11.565 10.588 11.031  0.515
C1 8.690 12.020 11.704  -1.243
C2 8.164 11.918 10.260  -0.919
C3 8.324 10.567 9.556  0.495
C4 7.198 9.995 8.966  -0.936
C5 7.350 8.801 8.281  -0.533
C6 8.610 8.200 8.230  -0.995
C7 9.674 8.870 8.833  -0.322
N1 9.532 9.996 9.517  0.823
N2 10.157 12.276 11.875  0.971
C8 10.482 13.524 11.167  -1.124
C9 10.917 13.357 9.712  0.118
C10 10.867 14.429 8.800  -1.098
C11 11.313 14.292 7.499  -0.600
C12 11.810 13.033 7.144  -1.002
C13 11.870 12.030 8.097  -0.226
N3 11.438 12.196 9.361  0.876
C14 10.477 12.503 13.287  -1.146
C15 11.945 12.417 13.565  0.307
C16 12.527 12.813 14.735  -0.924
C17 13.893 12.569 14.932  -0.527
C18 14.671 12.151 13.865  -0.608
C19 14.001 11.805 12.703  -0.808
N4 12.687 11.876 12.556  0.854
H1 8.437 11.083 12.246  0.493
H2 8.173 12.800 12.211  0.617
H3 8.648 12.677 9.674  0.374
H4 7.108 12.164 10.384  0.554
H5 6.243 10.506 9.123  0.474
H6 6.530 8.267 7.830  0.422
H7 8.818 7.240 7.784  0.479
H8 10.649 8.457 8.818  0.450
H9 11.299 13.998 11.630  0.757
H10 9.658 14.258 11.163  0.415
H11 10.351 15.346 9.125  0.457
H12 11.342 15.107 6.836  0.519
H13 12.163 12.879 6.133  0.496
H14 12.255 11.041 7.917  0.225
H15 9.891 11.799 13.902  0.600
H16 10.164 13.517 13.495  0.609
H17 11.902 13.225 15.516  0.513
H18 14.312 12.631 15.926  0.449
H19 15.742 11.968 13.905  0.463
H20 14.523 11.359 11.887  0.479
C20 10.860 6.684 13.856  -1.273
Ge1 11.896 7.522 12.377  0.519
C21 13.685 8.076 12.997  -1.061
C22 11.996 6.589 10.658  -0.722
C23 10.715 9.061 12.149  -1.064
H21 9.911 6.322 13.455  0.377
H22 10.653 7.435 14.628  0.366
H23 11.337 5.822 14.293  0.419
H24 14.017 7.411 13.779  0.464
H25 13.697 9.093 13.412  0.211
H26 14.399 7.979 12.162  0.328
H27 12.894 5.963 10.663  0.352
H28 12.134 7.354 9.869  -0.165
H29 11.103 5.974 10.435  0.340
H30 10.439 9.467 13.146  0.358
H31 9.810 8.637 11.699  0.553
Br1 13.843 9.795 5.686  -0.077
C24 15.212 10.667 6.692  -0.125
C25 16.146 11.496 6.067  -0.366
C26 17.183 12.095 6.783  -0.614
C27 17.285 11.885 8.146  -0.667
C28 16.311 11.112 8.797  -0.565
C29 15.329 10.501 8.073  0.750
I1 14.034 9.317 9.108  0.286
H32 16.064 11.572 4.991  0.424
H33 17.909 12.715 6.239  0.385
H34 18.108 12.217 8.717  0.447
H35 16.425 10.922 9.876  0.329